Entry 1:
Molecular formula: C2H6N2O
Method: DFT, wB97M-V/def2-TZVPD

Results
LUMO: 0.7875 eV
SMILES: CNC(N)=O
HOMO energy: -0.360 Ha
charge: 0

Atoms and positions in Å:
H1 0.1230 -0.8376 -2.4175
H2 1.2483 0.4215 -0.3036
N1 0.0758 1.2667 1.5211
N2 0.1795 0.1652 -0.5050
H3 0.7948 -1.8655 -1.1096
O1 -1.5105 -0.2948 0.8998
C1 -0.4675 0.3023 0.6706
C2 0.0666 -1.0744 -1.3226
H4 0.8736 1.8395 1.3259
H5 -0.4793 1.5734 2.3348
H6 -0.9042 -1.4963 -1.0940


Entry 2:
Molecular formula: C2H6N2O
Method: DFT, wB97M-V/def2-TZVPD

Results
LUMO (alpha / beta): 0.3623 / 0.3622 eV
SMILES: C/N=[N+](/C)[O-]
HOMO energy (alpha / beta): -0.350 / -0.350 Ha
charge: 0

Atoms and positions in Å:
H1 1.8379 -1.3424 -0.3778
H2 -1.7816 0.8994 1.0248
N1 -0.6376 -0.3721 -0.1071
H3 -2.6160 -0.5218 0.0542
H4 2.1109 -0.5249 1.0486
H5 2.5772 0.4199 -0.3619
C1 1.8009 -0.2668 0.0763
N2 0.4452 0.2404 -0.0236
C2 -1.9337 0.2247 0.0649
H6 -2.1623 0.9784 -0.8264
O1 0.6456 1.6507 -0.0684


Entry 3:
Molecular formula: C2H6N2O
Method: DFT, wB97M-V/def2-TZVPD

Results
LUMO: 0.5216 eV
SMILES: [H]/N=C/N.C=O
HOMO energy: -0.340 Ha
charge: 0

Atoms and positions in Å:
C1 1.6387 -0.3224 -1.2658
H1 -0.6268 0.3930 -0.9956
H2 2.5594 -0.9164 -1.3349
H3 -0.7219 0.6877 1.8877
H4 1.0389 -0.6951 -0.4159
H5 -1.3037 -1.4579 1.9944
C2 -1.0309 0.0844 1.0251
H6 -0.6498 1.7861 -0.0234
O1 1.4651 0.7290 -1.8150
N1 -0.8738 0.8114 -0.1167
N2 -1.4952 -1.0999 1.0599


Entry 4:
Molecular formula: C2H6N2O
Method: DFT, wB97M-V/def2-TZVPD

Results
LUMO: 0.6953 eV
SMILES: NC/C=N\O
HOMO energy: -0.353 Ha
charge: 0

Atoms and positions in Å:
H1 -2.3733 -0.2124 -0.9494
O1 1.6648 -0.8281 0.0612
H2 -0.0418 1.9322 -0.5828
C1 -1.0286 0.2764 0.5189
N1 -1.7997 -0.6180 -0.2662
N2 1.3546 0.5045 -0.2512
C2 0.1719 0.9247 -0.0929
H3 0.9395 -1.0468 0.7143
H4 -1.1729 -1.2507 -0.8125
H5 -1.6976 1.1509 0.8254
H6 -0.7168 -0.3607 1.3807


Entry 5:
Molecular formula: C2H6N2O2
Method: DFT, wB97M-V/def2-TZVPD

Results
LUMO (alpha / beta): 7.8254 / 7.7949 eV
HOMO energy (alpha / beta): 0.119 / 0.118 Ha
charge: -2

Atoms and positions in Å:
O1 1.7027 -0.9859 0.5995
H1 1.6654 1.2993 -0.6535
C1 -1.2540 -1.2736 0.2127
H2 -1.2663 -1.0874 -0.7764
N1 1.1060 0.1724 1.1056
O2 -1.5657 0.9183 0.5276
H3 -2.2502 -1.7652 0.4217
H4 1.4072 2.1578 0.7940
H5 -0.4314 -2.0634 0.2431
N2 -1.0142 -0.1678 1.0914
H6 -0.1239 1.6191 -0.0506
C2 1.0632 1.3440 0.2469


Entry 6:
Molecular formula: C2H6N2O2
Method: DFT, wB97M-V/def2-TZVPD

Results
LUMO: 1.0251 eV
SMILES: NC=O.NC=O
HOMO energy: -0.363 Ha
charge: 0

Atoms and positions in Å:
O1 0.5061 -1.5141 0.5032
H1 -2.9480 0.7511 1.2283
N1 -2.0218 1.1341 1.1580
C1 0.9624 -1.0314 -0.5034
H2 2.9050 -0.8684 -1.2522
N2 2.1465 -1.5048 -1.0793
H3 2.3796 -2.4515 -0.8210
H4 -1.4087 0.9750 1.9446
C2 -1.3883 1.3980 -0.0083
H5 -2.0241 1.4222 -0.9023
H6 0.4267 -0.3510 -1.1637
O2 -0.2076 1.6682 -0.0528


Entry 7:
Molecular formula: C2H6N2O2
Method: DFT, wB97M-V/def2-TZVPD

Results
LUMO: 0.7354 eV
SMILES: [H]/N=C(\NO)OC
HOMO energy: -0.345 Ha
charge: 0

Atoms and positions in Å:
C1 1.6886 -0.6489 0.0134
O1 -2.2705 -0.7633 0.3973
N1 -1.7063 0.3056 -0.4241
H1 -0.2593 2.3244 0.1346
H2 -1.8815 -1.6841 -0.1720
H3 -2.3595 1.1697 -0.1948
H4 2.0611 -0.3669 1.0353
H5 2.1382 0.1682 -0.5830
N2 0.3522 1.5356 0.2733
C2 -0.3069 0.4356 -0.0985
H6 2.2358 -1.6698 -0.3508
O2 0.3081 -0.8060 -0.0307


Entry 8:
Molecular formula: C2H6N2O2
Method: DFT, wB97M-V/def2-TZVPD

Results
LUMO: 0.5978 eV
SMILES: NC(=O)O.C=N
HOMO energy: -0.367 Ha
charge: 0

Atoms and positions in Å:
N1 0.4999 -2.3719 -0.1955
O1 -0.5509 -1.2402 1.4830
H1 1.7501 -0.4717 -0.1500
C1 0.4016 -1.3865 0.7728
H2 -1.7813 2.7304 0.3898
H3 -1.6703 3.1369 -1.4172
O2 1.4418 -0.5015 0.7668
N2 -0.2733 1.8416 -0.7431
H4 -0.0694 -3.1871 -0.0090
H5 1.4381 -2.6240 -0.4671
C2 -1.2971 2.5600 -0.5726
H6 0.1108 1.5141 0.1420


Entry 9:
Molecular formula: C2H6N2O2
Method: DFT, wB97M-V/def2-TZVPD

Results
LUMO: 0.6568 eV
SMILES: NC=O.NC=O
HOMO energy: -0.344 Ha
charge: 0

Atoms and positions in Å:
O1 0.8865 -0.0781 -0.6886
H1 -2.1872 -0.1895 1.0870
N1 -2.3404 0.8094 1.2456
H2 2.5875 -2.2124 -2.1132
O2 -1.5433 2.7583 2.0910
C1 -1.3508 1.5447 1.7687
C2 1.7668 -0.9008 -0.9619
H3 1.3513 -1.2804 -2.9750
H4 -3.2556 1.2236 1.0519
H5 2.5761 -1.2563 -0.2791
H6 -0.3377 1.0884 1.8827
N2 1.8469 -1.5067 -2.1092


Entry 10:
Molecular formula: C2H6N2O2S
Method: DFT, wB97M-V/def2-TZVPD

Results
LUMO: 0.7920 eV
SMILES: CS/C(=N/O)NO
HOMO energy: -0.321 Ha
charge: 0

Atoms and positions in Å:
C1 -0.3420 -0.3952 -0.0723
N1 -0.3810 0.8717 -0.1950
H1 -2.8875 -0.4098 -0.1713
S1 1.3545 -1.1130 -0.1251
H2 2.1875 0.8588 0.9249
H3 3.4796 -0.0010 0.0613
H4 -1.7192 2.2058 -0.1038
N2 -1.3292 -1.2590 0.4254
C2 2.4276 0.3934 -0.0235
O1 -1.6963 1.2699 0.0916
H5 -0.9697 -2.2184 0.4423
H6 2.3217 1.0291 -0.8699
O2 -2.4461 -1.2322 -0.3847


Entry 11:
Molecular formula: C2H6N2O3
Method: DFT, wB97M-V/def2-TZVPD

Results
LUMO: 0.6190 eV
SMILES: [O-]/[N+](O)=C/O.C=N
HOMO energy: -0.316 Ha
charge: 0

Atoms and positions in Å:
H1 0.9548 1.4276 -1.4361
O1 1.4518 0.5611 -1.3781
H2 -1.4275 1.4053 1.3123
H3 -1.3343 -0.3680 1.1817
O2 2.1078 1.2038 0.8571
H4 0.7339 -1.2283 -1.1468
N1 1.6771 0.3618 0.0119
H5 1.5983 -1.3116 1.2840
O3 0.9310 -1.8287 -0.4083
N2 -1.1464 0.8831 -0.5222
H6 -1.1357 0.0822 -1.1373
C1 -1.3180 0.5640 0.6905
C2 1.3549 -0.8274 0.4163


Entry 12:
Molecular formula: C2H6N2O3
Method: DFT, wB97M-V/def2-TZVPD

Results
LUMO: 0.6892 eV
SMILES: CCN(O)[N+](=O)[O-]
HOMO energy: -0.360 Ha
charge: 0

Atoms and positions in Å:
N1 -2.0616 0.2923 0.0710
H1 0.8648 -0.2196 -1.4052
C1 0.5485 0.2671 -0.5142
H2 1.6341 1.0031 1.2499
O1 -2.0705 1.4750 0.0442
H3 0.2594 1.3712 -0.7339
O2 -2.9433 -0.4869 0.0691
H4 -1.1856 -2.3161 0.3801
O3 -0.7008 -1.7095 -0.2034
C2 1.7916 0.3360 0.4154
H5 2.0017 -0.6264 0.6247
H6 2.4919 0.9303 -0.1754
N2 -0.6303 -0.3166 0.1776


Short version: relative energy (zero: lowest compared OMol25 entry of this formula, charge and spin) = 47.4, 493.3, 209.7, 334.4, 253.7, 74.1, 426.9, 106.0, 74.5, 382.2, 654.8, 693.5 kJ/mol, in the order given.